{"formula": "C28H82NO16S", "method": "ωB97M-V/def2-TZVPD", "species": ["C", "C", "N", "C", "C", "C", "S", "O", "O", "O", "C", "O", "O", "H", "H", "H", "H", "H", "H", "H", "H", "H", "H", "H", "H", "H", "H", "H", "H", "C", "C", "O", "H", "H", "H", "H", "H", "H", "C", "C", "O", "H", "H", "H", "H", "H", "H", "C", "C", "O", "H", "H", "H", "H", "H", "H", "C", "C", "O", "H", "H", "H", "H", "H", "H", "C", "C", "O", "H", "H", "H", "H", "H", "H", "C", "C", "O", "H", "H", "H", "H", "H", "H", "C", "C", "O", "H", "H", "H", "H", "H", "H", "C", "C", "O", "H", "H", "H", "H", "H", "H", "C", "C", "O", "H", "H", "H", "H", "H", "H", "C", "C", "O", "H", "H", "H", "H", "H", "H", "C", "C", "O", "H", "H", "H", "H", "H", "H"], "xyz": [[-3.711, -3.167, 0.451], [-2.580, -2.232, 0.146], [-1.992, -1.539, 1.371], [-1.184, -2.515, 2.141], [-0.733, -2.045, 3.518], [-0.236, -3.271, 4.281], [-1.612, -4.132, 4.977], [-1.236, -5.467, 5.239], [-2.740, -3.988, 4.111], [-1.963, -3.356, 6.301], [-3.077, -0.923, 2.157], [-3.857, -0.191, 1.266], [-5.153, -0.064, 1.811], [-3.975, -3.646, -0.481], [-3.449, -3.955, 1.144], [-4.602, -2.673, 0.815], [-2.826, -1.482, -0.588], [-1.769, -2.810, -0.274], [-1.364, -0.812, 1.017], [-1.659, -3.476, 2.246], [-0.287, -2.666, 1.560], [-1.522, -1.608, 4.115], [0.103, -1.367, 3.418], [0.415, -2.924, 5.071], [0.330, -3.970, 3.683], [-2.936, -3.446, 6.359], [-3.644, -1.650, 2.727], [-2.624, -0.230, 2.861], [-5.028, 0.468, 2.617], [3.530, -0.940, 1.852], [2.400, -1.547, 1.053], [1.187, -0.786, 1.208], [3.269, -0.897, 2.910], [4.439, -1.529, 1.740], [3.732, 0.083, 1.524], [2.193, -2.560, 1.398], [2.655, -1.593, -0.008], [1.356, 0.112, 0.891], [-1.374, 2.427, 0.202], [-0.528, 2.580, -1.047], [0.385, 1.487, -1.198], [-0.741, 2.366, 1.090], [-2.055, 3.272, 0.309], [-1.967, 1.504, 0.156], [0.069, 3.488, -0.990], [-1.165, 2.639, -1.934], [-0.142, 0.683, -1.259], [-5.620, 5.469, 0.695], [-4.746, 5.578, -0.538], [-3.860, 4.458, -0.656], [-5.007, 5.405, 1.595], [-6.280, 6.332, 0.779], [-6.235, 4.568, 0.651], [-4.121, 6.467, -0.489], [-5.366, 5.640, -1.437], [-4.406, 3.666, -0.715], [4.334, -3.947, -2.938], [4.828, -3.240, -1.693], [4.524, -3.977, -0.504], [3.256, -4.103, -2.886], [4.559, -3.360, -3.827], [4.800, -4.930, -3.039], [4.345, -2.269, -1.592], [5.909, -3.080, -1.747], [4.959, -4.834, -0.572], [-0.381, 6.584, -1.855], [0.454, 6.745, -3.110], [1.361, 5.650, -3.266], [0.261, 6.521, -0.975], [-1.068, 7.422, -1.728], [-0.966, 5.661, -1.901], [1.051, 7.653, -3.062], [-0.192, 6.803, -3.990], [0.838, 4.843, -3.320], [-10.096, 6.547, -0.385], [-9.198, 6.613, -1.606], [-8.345, 5.470, -1.693], [-9.498, 6.476, 0.524], [-10.732, 7.430, -0.318], [-10.737, 5.663, -0.425], [-8.547, 7.484, -1.555], [-9.796, 6.685, -2.518], [-8.907, 4.690, -1.753], [7.001, -2.209, 4.073], [5.877, -2.995, 4.718], [5.024, -3.584, 3.734], [6.601, -1.427, 3.429], [7.642, -1.749, 4.827], [7.616, -2.857, 3.446], [5.252, -2.341, 5.326], [6.276, -3.783, 5.364], [5.561, -4.175, 3.196], [5.869, 0.277, -5.428], [4.869, -0.820, -5.742], [3.938, -1.005, -4.674], [6.415, 0.041, -4.513], [6.585, 0.400, -6.241], [5.361, 1.230, -5.268], [5.377, -1.772, -5.883], [4.321, -0.586, -6.660], [3.471, -0.173, -4.546], [9.649, -1.562, -0.650], [8.167, -1.498, -0.328], [7.925, -0.842, 0.914], [10.187, -2.082, 0.142], [9.825, -2.081, -1.593], [10.071, -0.557, -0.725], [7.753, -2.501, -0.235], [7.625, -0.976, -1.125], [8.275, 0.053, 0.847], [-2.583, 4.587, -5.163], [-2.494, 5.463, -6.401], [-1.502, 6.474, -6.252], [-2.813, 5.191, -4.285], [-3.355, 3.824, -5.276], [-1.628, 4.087, -4.977], [-3.439, 5.974, -6.575], [-2.264, 4.856, -7.283], [-0.656, 6.033, -6.110], [-2.535, -9.339, 4.418], [-3.173, -8.388, 3.423], [-3.433, -7.115, 4.006], [-3.182, -9.467, 5.286], [-2.353, -10.317, 3.969], [-1.583, -8.940, 4.777], [-4.130, -8.779, 3.080], [-2.524, -8.260, 2.548], [-2.591, -6.748, 4.303]], "orbital_gap_ev": 9.315, "max_force_ev_per_a": 1.46, "energy_ha": -2772.34003, "total_charge": 1}